Entry 1:
The following is a quantum chemistry calculation of C17H21N3O4 in the gas phase, from OMol25.

Structure (XYZ):
```
45
Properties=species:S:1:pos:R:3
H 4.27742 2.22854 -4.20302
H 3.98459 1.08827 -2.16093
H 0.13045 -1.91831 -2.85186
C -0.90835 3.38682 1.58292
C -1.21647 1.19651 3.33724
H 4.90535 1.42617 -5.66331
C -3.33189 -2.12031 1.36435
H -2.47344 2.93524 3.61010
O -2.48460 0.19377 0.11138
H -1.95243 3.68054 1.39444
N -1.49420 1.04840 1.92774
C 1.32754 -0.86681 -1.42973
H 1.45127 -1.11753 -4.80599
O 3.44889 0.40550 -4.75157
C -3.03701 -0.86361 2.18613
H -1.88272 -3.44227 2.28563
H -3.60752 -1.81366 0.35392
H 0.36487 1.67364 1.23446
H -0.17585 0.90437 3.52678
H -1.88020 0.58262 3.94164
H -3.97448 -0.41133 2.51922
C -0.92842 -2.30789 0.79729
O -0.17911 -1.61694 1.67166
C 0.55554 -1.32905 -0.29960
H -4.16117 -2.67435 1.80569
O -0.61228 3.52767 2.95589
H -0.98607 1.82372 0.07648
C -0.69026 1.94796 1.11869
C -1.41079 2.66892 3.73012
N -0.50985 -2.18141 -0.41819
C 4.55698 1.26646 -4.64411
C 2.79923 0.03007 -3.61918
H 2.67887 0.28759 -0.24796
C 3.14675 0.43041 -2.33065
H -2.31309 -3.87437 0.60938
C -2.10927 -3.05019 1.29174
C 1.70538 -0.82202 -3.80036
H -0.23992 4.06739 1.05436
H -1.11428 2.82710 4.76844
H 5.36120 0.81518 -4.05420
C -2.31537 0.16499 1.31722
C 2.41388 -0.01649 -1.24857
C 0.97819 -1.26502 -2.72081
N 0.78123 -0.97823 0.94242
H -2.44435 -1.13055 3.06005
```

The HOMO energy comes out at -8.33 eV. As for the largest force on an atom: 1.18 eV Å⁻¹. As for the SMILES: COc1ccc(-c2noc(CCCC(=O)N3CCOCC3)n2)cc1. The calculation puts the energy above the lowest of the compared OMol25 structures with the same formula, charge and spin at 78.0 kcal per mole. The value obtained for the calculated total energy is -30629.360 eV. The calculation puts the LUMO energy at 0.77 eV. The value obtained for the HOMO-LUMO gap is 9.1 eV.

Entry 2:
The following is a quantum chemistry calculation of C17H21N3O6 in the gas phase, from OMol25.

Structure (XYZ):
```
47
Properties=species:S:1:pos:R:3
C 1.79662 0.10312 0.86271
O 6.14702 1.32781 -1.35412
H -2.87787 -1.85710 -0.40090
H 1.89314 1.83985 -0.38532
N -4.72473 0.06685 -0.58431
H -2.70775 -3.53648 -2.25354
H 4.89942 -3.15773 1.79021
C -5.57185 -1.10375 -0.59531
H -2.87504 -3.51262 1.44026
C -4.92222 -2.29319 0.11889
C -2.97825 -3.83381 0.40639
H -1.83687 3.97160 -0.77985
C 3.43354 -1.65704 1.37667
H -1.99697 -4.12504 0.03862
C -3.56138 -2.71160 -0.45125
H -6.49869 -0.83754 -0.08186
C 4.69267 -2.22447 1.28991
C -0.06568 1.62449 0.50669
H 6.68095 -2.01412 0.47994
H -3.97033 -2.35270 -2.55629
O -0.86187 1.07145 1.22832
C 4.14027 0.18215 0.00798
H 2.66216 -2.15383 1.94616
C -2.65954 2.00812 -0.39221
H -4.79508 -2.02767 1.17045
C 5.39696 -0.39485 -0.06923
C 5.68934 -1.59740 0.56448
H -3.88505 0.06570 -1.15379
N -3.79634 1.99018 0.34335
C -1.70778 3.16531 -0.05465
O -5.70630 1.11073 1.18554
C -3.66979 -3.16848 -1.90429
H -3.91478 2.66703 1.08570
O 7.51564 -0.26068 -0.88906
C 1.32313 1.20911 0.27711
H 1.11362 -0.44926 1.49732
N 6.43069 0.27417 -0.82778
H 3.96724 1.11709 -0.50093
H -5.61040 -3.13945 0.06724
H -4.39708 -3.97293 -1.99590
C 3.13305 -0.44783 0.73832
H -1.88337 3.53332 0.96188
O -2.39441 1.22233 -1.27626
O -0.36562 2.73641 -0.18853
H -5.80028 -1.35174 -1.63386
H -3.62691 -4.70721 0.38115
C -4.82953 1.00188 0.36206
```

The HOMO energy comes out at -9.62 eV. As for the largest force on an atom: 1.26 eV Å⁻¹. As for the SMILES: CC(C)CCNC(=O)NC(=O)COC(=O)/C=C/c1cccc([N+](=O)[O-])c1. The calculation puts the energy above the lowest of the compared OMol25 structures with the same formula, charge and spin at 67.6 kcal per mole. The value obtained for the calculated total energy is -34723.883 eV. The calculation puts the LUMO energy at -0.81 eV. The value obtained for the HOMO-LUMO gap is 8.8 eV.

Entry 3:
The following is a quantum chemistry calculation of C17H21N7OS2 in the gas phase, from OMol25.

Structure (XYZ):
```
48
Properties=species:S:1:pos:R:3
N 0.42680 -0.09685 0.20885
C -4.69362 0.05805 1.71398
N -0.95162 -0.42869 -1.46531
C -2.20295 1.77794 -1.35121
N -3.48739 1.15794 -1.60557
H 1.90253 -3.75163 0.64005
H -7.53420 -0.16975 -0.07263
C 3.12567 -2.01991 0.35205
H -1.85168 2.22094 -2.28883
H -6.41376 -0.91573 3.43410
H -4.00208 1.59050 -2.35964
N 5.39610 1.92573 0.11924
C -1.18446 0.79268 -0.88928
H 8.27119 1.37755 1.90622
C 0.07246 -0.94104 -0.72923
H 9.65990 1.20005 0.82881
H 8.54705 -0.15226 1.06640
H -2.65117 -0.75977 -2.58772
C 1.76723 -2.67958 0.50159
S 5.79242 -0.60141 0.05552
H -2.24816 2.57096 -0.59155
C -6.02860 -0.20617 1.44918
S 0.76288 -2.50978 -1.01262
H -1.49627 -2.12065 -2.51374
N 3.08586 -0.66455 0.43301
C 4.20521 0.10268 0.28045
N -0.36435 0.98068 0.10402
C -5.65795 0.49566 -0.82725
H -1.13410 -0.70476 -3.52193
H -7.72900 0.02568 2.72448
C -3.84020 0.53058 0.73239
H 7.84142 2.50917 -0.28330
C 6.34397 1.07066 -0.01470
O 4.14515 -2.65035 0.17881
H -4.30413 -0.10427 2.70880
C 8.61770 0.92968 0.97794
H -2.81046 0.72961 0.98169
H -6.04052 0.67152 -1.82372
C -6.95485 -0.71199 2.51365
N 4.19156 1.39275 0.28492
H 1.19638 -2.24431 1.32008
C -1.59837 -1.03858 -2.59124
C 7.77274 1.42397 -0.19616
H 8.13847 0.97279 -1.12195
C -4.31335 0.75444 -0.55657
C -6.49629 0.02242 0.15924
H 2.17499 -0.18539 0.54001
H -7.44812 -1.62718 2.18867
```

The HOMO energy comes out at -8.20 eV. As for the largest force on an atom: 1.72 eV Å⁻¹. As for the SMILES: CCc1nnc(NC(=O)CSc2nnc(CNc3ccc(C)cc3)n2C)s1. The calculation puts the energy above the lowest of the compared OMol25 structures with the same formula, charge and spin at 0.0 kcal per mole. The value obtained for the calculated total energy is -52118.749 eV. The calculation puts the LUMO energy at 0.40 eV. The value obtained for the HOMO-LUMO gap is 8.6 eV.

Entry 4:
The following is a quantum chemistry calculation of C17H21NO2 in the gas phase, from OMol25.

Structure (XYZ):
```
41
Properties=species:S:1:pos:R:3
H 1.29434 0.40375 1.09748
H -0.72326 3.65854 -4.38980
C -2.74425 1.67451 -0.85197
H -0.22781 0.46349 -0.66079
C -0.90838 4.46088 -2.35665
H -0.99801 0.74943 0.92327
C 3.88786 -2.85594 3.01484
C 0.55761 -2.89203 1.35868
H -1.07759 5.53041 -2.46135
C 1.71256 -3.34049 2.01882
H 3.16622 -6.13951 3.28091
C -1.60310 2.25212 -2.95682
C 1.89851 -4.69594 2.36984
C 0.39422 -1.56450 1.02724
C -1.70711 3.84933 -1.21425
C 4.03606 -4.17410 3.34162
C -0.99758 0.10332 0.03568
H -2.73097 4.25820 -1.20841
O -0.76677 -1.23916 0.39378
H -3.11772 -0.27242 0.00368
C 1.40621 -0.63865 1.35241
H -2.37155 4.05375 -3.88732
C 2.72953 -2.40508 2.34858
H 1.12434 -5.40619 2.11738
C -1.41439 3.65405 -3.54941
H -2.91355 2.11819 0.13153
H -2.49603 1.76228 -3.36205
H 4.92479 -4.51410 3.85307
H 0.15559 4.28074 -2.20323
H -3.69286 1.71019 -1.41465
C 3.03195 -5.10088 3.01517
H -1.25834 4.02697 -0.23393
H -0.22358 -3.59072 1.10207
C -2.36788 0.19254 -0.64538
O -2.41883 -0.54867 -1.83517
H 4.65636 -2.13712 3.26278
C 2.53886 -1.05598 1.99524
H 3.31036 -0.34009 2.24189
N -1.69174 2.42221 -1.50489
H -1.64173 -0.33792 -2.36483
H -0.73238 1.62458 -3.18509
```

The HOMO energy comes out at -7.80 eV. As for the largest force on an atom: 0.74 eV Å⁻¹. As for the SMILES: O[C@@H](COc1ccc2ccccc2c1)CN1CCCC1. The calculation puts the energy above the lowest of the compared OMol25 structures with the same formula, charge and spin at 32.1 kcal per mole. The value obtained for the calculated total energy is -23554.519 eV. The calculation puts the LUMO energy at 0.74 eV. The value obtained for the HOMO-LUMO gap is 8.5 eV.

Entry 5:
The following is a quantum chemistry calculation of 2 unconnected molecules or ions with the total composition C17H21NO3, from OMol25.

Structure (XYZ):
```
42
Properties=species:S:1:pos:R:3
N 0.66512 0.01903 1.65119
C 1.72979 -0.99165 1.60743
H 1.89027 0.45866 4.59994
H 1.29611 -1.98577 1.40605
C -2.01837 3.44995 1.28933
H -4.50708 1.61023 -0.16439
O 2.90778 -0.40061 -2.39827
C 0.84212 -3.14884 -3.36415
C 0.48541 1.01415 -2.80983
C -0.13480 0.25139 0.61866
H 0.02262 2.81031 1.53712
C -0.97430 2.53451 1.19526
C 1.90325 -1.05440 -2.65666
O -1.73571 -0.76766 -2.54138
C 2.37583 -0.94955 3.00160
C 1.37970 -0.22221 3.91772
H 3.30303 -0.37159 2.93748
C 0.57611 -0.43411 -2.60402
H -0.05400 -0.44865 -0.22386
C -0.38303 -2.76218 -2.58519
H 0.01742 1.55354 -1.97777
H -4.11201 3.83199 0.90473
C 0.43588 0.56094 2.98975
C -3.50991 1.86867 0.20426
H -0.11848 1.19374 -3.71156
H -0.28414 -3.12156 -1.54747
H 0.69061 1.62921 3.04196
C -2.46820 0.95952 0.08937
H -2.61268 0.01186 -0.42334
H -0.61682 0.46603 3.30117
H -1.84014 4.42092 1.75760
H 1.13594 -4.19089 -3.17079
C -0.59300 -1.24552 -2.58563
H 2.62142 -1.95242 3.34375
C -3.29551 3.11554 0.80888
H 0.68202 -3.02026 -4.44634
H 2.43546 -0.79209 0.79087
H -1.26691 -3.22694 -3.02565
C -1.19602 1.24375 0.64950
O 2.02356 -2.37267 -2.97148
H 0.80041 -0.94137 4.51052
H 1.50124 1.39699 -2.94633
```

The HOMO energy comes out at -6.23 eV. As for the largest force on an atom: 2.75 eV Å⁻¹. The calculation puts the energy above the lowest of the compared OMol25 structures with the same formula, charge and spin at 75.2 kcal per mole. The value obtained for the calculated total energy is -25600.425 eV. The calculation puts the LUMO energy at -1.53 eV. The value obtained for the HOMO-LUMO gap is 4.7 eV.